Molecular formula: C41H44BN2O7
Method: DFT, wB97M-V/def2-TZVPD

```
95
Properties=species:S:1:pos:R:3:forces:R:3:lowdin_charge:R:1
H -0.283 -1.566 0.237 -1.53 2.36 -0.36 0.09
H 5.267 -4.984 3.123 -0.32 -0.04 0.11 0.12
C 4.650 -5.289 3.967 0.16 -0.08 0.31 0.00
C 5.639 3.757 -1.191 1.10 1.01 -0.30 -0.28
H -2.254 1.837 0.605 -1.10 1.61 -1.67 0.11
H -4.587 0.826 -2.887 1.27 0.50 2.20 0.14
C 4.238 4.033 -1.565 -0.42 0.41 -0.27 -0.09
H 2.484 -6.388 6.993 0.00 0.09 -0.33 0.12
C -4.012 -0.565 -1.176 -3.27 -0.25 0.59 -0.41
C 5.257 -5.622 5.179 -0.28 0.08 -0.30 -0.06
H -1.522 0.969 -3.280 -0.15 0.04 2.28 0.14
H -4.936 -1.779 -2.895 -0.83 0.51 2.31 0.10
H -5.509 4.444 -5.806 0.13 0.87 2.29 0.09
H 8.096 2.872 -0.496 -0.33 -0.05 0.01 0.12
H 8.658 0.740 0.632 -0.19 0.07 -0.04 0.11
H -4.222 -1.641 0.944 0.25 2.37 -1.15 0.10
C 5.968 2.477 -0.532 0.41 -0.41 0.22 -0.09
C -5.290 -1.441 -1.813 0.56 0.22 -0.72 -0.07
H 0.591 -1.559 -1.810 -2.23 0.39 -1.35 0.09
H -1.606 -6.099 4.152 0.30 0.10 -0.10 0.12
H 4.696 5.962 -2.438 -0.06 -0.31 0.13 0.12
H -4.572 2.407 2.256 1.53 1.81 -0.69 0.09
C -2.667 2.627 -0.180 1.74 -0.42 0.01 -0.19
O -3.999 3.177 -3.853 0.69 0.51 3.01 -0.07
C -0.385 -1.305 -2.440 0.65 0.34 -0.41 -0.05
C -0.815 -0.517 0.033 0.50 0.63 -0.55 -0.04
C -4.292 -0.561 0.461 -1.08 0.12 -0.09 -0.06
C -2.864 1.910 -1.641 -0.51 0.00 -1.03 -0.25
H -1.304 -4.713 0.095 0.09 0.02 0.18 0.10
H -0.605 1.596 -1.705 -1.98 -1.42 -1.10 0.12
C 3.554 1.856 -0.563 -0.97 -0.90 0.33 -0.27
H -5.439 -0.251 0.574 2.46 -0.56 -0.30 0.10
O 2.667 1.063 -0.274 0.42 0.42 -0.15 0.09
H -5.047 4.520 -2.483 -0.51 -0.95 -1.88 0.13
C 1.916 3.362 -1.678 -0.01 0.34 -0.16 0.01
C 0.384 -5.568 3.485 -0.47 0.01 -0.34 -0.09
C 0.546 -4.797 1.197 -0.31 -0.06 0.00 0.01
C 2.478 -5.760 4.921 0.56 -0.06 0.38 -0.09
H -2.789 3.052 2.334 -1.84 0.46 -0.97 0.09
H -4.218 4.281 2.394 0.64 -2.09 -1.29 0.09
H -3.803 4.347 0.138 -0.10 -1.59 0.14 0.10
N -3.895 3.321 0.367 1.48 0.86 0.91 -0.13
C -1.503 -0.497 -1.491 3.05 -0.06 -0.89 -0.38
C 6.609 0.081 0.754 -0.29 0.17 -0.12 -0.06
C -3.850 3.273 1.887 -0.71 -0.33 1.42 -0.16
C 3.236 3.106 -1.282 -0.47 0.36 -0.30 -0.08
C -0.998 -5.732 3.327 -0.18 0.07 -0.28 0.01
H -0.005 -0.607 -3.328 -0.91 -1.45 1.88 0.08
C 5.279 0.375 0.449 0.28 -0.07 0.06 0.01
O -2.053 4.321 -2.724 -2.83 -1.07 1.01 0.02
H -6.239 -0.751 -1.982 1.99 -1.44 0.66 0.09
H -0.840 -2.278 -2.930 0.92 2.01 1.24 0.09
H -4.656 5.850 -4.844 -1.80 -1.82 0.26 0.09
C 3.256 -5.352 3.839 0.57 -0.10 0.39 -0.09
C 1.012 -5.871 4.787 -0.93 -0.43 1.11 -0.28
C 7.302 2.176 -0.231 0.11 -0.28 0.15 0.01
H -1.561 -0.210 0.879 1.41 -0.82 -1.59 0.06
H -5.065 1.462 -1.174 1.79 -1.16 -1.14 0.14
H 0.580 4.742 -2.657 0.14 -0.10 0.08 0.09
C 2.604 5.484 -2.611 0.35 -0.20 0.17 -0.05
N -2.770 -1.304 -1.594 1.09 0.14 3.44 -0.13
C 7.620 0.975 0.406 -0.21 0.29 -0.15 -0.06
C 3.087 -6.080 6.141 0.33 0.01 0.02 0.01
O 0.325 -6.216 5.741 0.45 0.20 -0.56 0.09
C 2.622 -4.985 2.557 0.70 0.48 -1.14 -0.28
C 4.476 -6.010 6.268 -0.35 0.02 -0.14 -0.06
C -5.487 5.005 -4.770 -0.11 0.27 0.43 -0.10
C 4.959 1.571 -0.206 0.43 -0.40 0.27 -0.08
H 4.495 -0.330 0.719 0.08 0.26 -0.15 0.12
H 6.856 -0.851 1.259 -0.08 0.17 -0.10 0.11
C -1.570 1.020 -2.107 0.21 0.53 0.71 -0.06
H 6.340 -5.577 5.275 -0.21 0.00 -0.04 0.11
H 2.359 6.411 -3.125 0.06 -0.17 0.10 0.11
H 1.142 -4.430 0.363 0.00 -0.12 0.29 0.12
C -5.195 3.959 -3.501 -1.05 0.52 -1.72 -0.22
H 1.130 2.638 -1.472 0.36 0.12 0.04 0.09
H -6.556 5.499 -4.616 2.33 -0.94 -0.27 0.08
C 1.157 -5.115 2.417 -0.48 0.07 -0.36 -0.09
H -5.545 -2.382 -1.149 0.54 2.00 -1.43 0.09
H 4.948 -6.263 7.215 -0.11 0.04 -0.17 0.11
H 0.045 0.308 -0.018 -1.78 -1.85 0.22 0.09
O 3.302 -4.584 1.620 -0.34 -0.21 0.54 0.09
C 1.604 4.548 -2.346 0.10 -0.26 0.17 -0.04
C -0.832 -4.956 1.044 0.29 0.01 0.05 -0.05
C 3.920 5.229 -2.223 -0.30 0.05 -0.10 0.01
B -3.003 3.153 -2.759 0.01 1.09 -1.11 -0.39
O -2.565 -2.440 -0.906 -1.07 1.73 -1.95 -0.06
C -4.183 0.948 -1.776 -0.41 -0.15 0.29 -0.08
H -6.156 3.252 -3.474 2.24 1.38 0.33 0.14
H -1.795 3.434 -0.284 -1.60 -1.84 0.04 0.14
H -2.570 5.139 -2.450 0.98 -1.37 -0.85 0.11
H -3.685 0.253 1.042 -1.01 -1.75 -1.10 0.06
C -1.602 -5.432 2.105 0.29 -0.04 0.29 -0.05
H -2.674 -5.568 1.982 0.20 0.04 0.03 0.11
O 6.519 4.577 -1.428 -0.55 -0.51 0.14 0.10
```
Positions in Å, forces in eV/Å.

The HOMO-LUMO gap (alpha / beta) comes out at 7.9251 / 8.4918 eV. Its spin multiplicity is 2. The strongest force on any atom comes out at 3.61 eV/A. The expectation value of S² is 0.754. The calculation puts the LUMO energy (alpha / beta) at -1.0 / -1.0 eV. The molecular weight is 687.622 g/mol.

***

Molecular formula: C41H44BrN3O5PSc
Method: DFT, wB97M-V/def2-TZVPD

```
96
Properties=species:S:1:pos:R:3:forces:R:3:lowdin_charge:R:1
C 0.585 -0.478 5.915 0.02 -0.01 -0.07 -0.05
H 1.116 -3.329 -3.930 0.00 0.00 0.01 0.12
Br -6.556 2.579 0.278 -0.15 0.06 0.01 0.86
C -3.270 0.126 0.553 -0.06 -0.05 -0.06 -0.14
C 2.332 -2.467 -0.898 0.13 0.00 0.23 -0.24
H 1.982 3.141 0.383 -0.03 -0.02 -0.05 0.14
H -0.485 -5.201 -1.172 -0.02 -0.01 -0.03 0.12
C 2.539 -4.472 -2.776 0.04 0.04 0.05 -0.05
C -1.805 1.267 -5.212 -0.16 0.06 0.01 -0.16
C 0.711 2.593 -1.287 0.13 0.10 -0.05 -0.14
H 1.452 2.712 2.513 -0.01 -0.02 0.00 0.14
H 3.219 1.570 -1.092 0.01 0.02 -0.03 0.10
H -3.893 1.513 -4.705 -0.01 0.02 -0.02 0.13
H -1.229 -0.720 4.821 -0.04 -0.01 0.00 0.10
C -1.634 -0.052 -2.741 -0.16 -0.56 0.50 -0.29
H 1.215 3.309 -1.941 -0.02 -0.04 0.05 0.15
H -5.389 -0.121 0.728 -0.04 -0.02 0.01 0.12
C 2.578 1.208 -1.898 -0.01 0.08 -0.03 -0.01
H 2.540 -0.317 6.778 0.02 0.01 0.03 0.12
H 3.135 0.087 0.976 -0.01 -0.03 0.06 0.10
H -2.668 -1.140 3.061 -0.01 0.09 0.00 0.03
N -2.209 0.916 0.363 0.00 0.02 -0.37 0.02
C -0.802 2.077 -7.249 0.07 -0.04 0.02 -0.05
H -1.032 3.356 2.389 0.02 0.00 -0.01 0.13
C 0.417 1.483 -6.874 -0.08 0.05 -0.04 -0.05
H -3.869 3.808 -0.110 -0.03 0.04 -0.02 0.12
C -0.154 -0.811 4.788 0.01 0.10 0.02 -0.08
C 0.532 0.803 -5.688 -0.04 -0.03 0.03 -0.02
H 0.844 -6.801 0.176 0.01 -0.04 -0.02 0.12
C -0.519 0.000 -3.572 0.49 -0.22 -0.43 -0.15
C -0.580 0.685 -4.835 0.02 -0.01 0.02 -0.10
O 2.145 -1.408 -0.006 -0.27 0.25 0.08 -0.20
H 4.123 -0.820 -0.210 0.01 0.04 0.04 0.12
H -0.345 2.578 -1.564 0.01 0.01 0.04 0.12
H 3.722 -1.549 1.361 0.06 0.00 -0.04 0.09
H 1.272 1.563 -7.531 0.03 0.00 -0.03 0.11
C 3.270 -4.537 -1.594 -0.04 0.06 -0.02 -0.04
C 0.931 2.920 0.169 -0.08 0.05 0.15 -0.16
O -1.569 1.480 3.071 0.09 -0.02 0.00 -0.22
C -0.373 -3.653 0.306 -0.06 0.02 -0.12 -0.13
C -2.467 2.205 0.129 0.04 0.07 0.25 -0.12
C -2.886 0.450 -3.178 0.19 0.21 -0.10 0.02
H 3.727 -3.595 0.286 0.04 0.00 0.05 0.13
C -2.948 1.106 -4.368 0.02 -0.02 -0.03 0.02
C 1.969 -0.569 5.896 0.00 0.00 0.00 -0.05
C -4.578 0.571 0.559 0.10 0.08 -0.01 -0.07
C 0.644 1.993 2.352 0.16 -0.11 -0.10 -0.12
H 1.472 0.344 -5.411 0.01 -0.01 0.03 0.11
H 2.379 -1.699 2.745 0.05 -0.08 -0.12 0.07
H 3.917 -5.383 -1.407 0.01 -0.02 0.00 0.12
H 3.694 -1.096 4.735 0.05 -0.01 0.00 0.11
C -1.895 1.967 -6.433 0.04 -0.03 0.03 -0.01
C -0.111 -4.917 -0.198 0.09 -0.04 0.11 -0.06
C 3.172 -3.531 -0.638 -0.10 -0.01 -0.14 0.01
N 0.762 -1.248 -2.185 0.20 -0.48 -0.09 -0.03
C 1.878 -1.333 3.623 0.04 0.02 0.12 -0.12
H -1.613 2.851 -0.005 -0.02 0.04 -0.01 0.09
C -4.815 1.917 0.314 0.05 -0.06 0.00 -0.69
H 2.723 1.812 -2.795 0.01 -0.03 0.02 0.12
H -2.658 -2.584 2.021 -0.01 0.01 0.00 0.06
H 1.195 -3.906 3.302 -0.03 -0.01 0.00 0.11
H -3.077 -0.928 0.681 0.03 -0.03 -0.01 0.09
H -0.874 2.610 -8.186 0.01 0.01 -0.03 0.11
O 0.536 1.763 0.920 0.07 -0.12 0.02 -0.24
H 2.621 -5.265 -3.505 0.00 -0.02 -0.01 0.12
P -0.452 -1.632 2.134 -0.05 -0.13 -0.30 1.01
C 3.363 -0.896 0.569 0.00 0.02 -0.13 -0.04
C -2.785 1.939 3.634 -0.04 0.01 0.05 -0.07
C -3.736 2.755 0.089 0.10 -0.11 0.03 -0.08
C 0.636 -5.811 0.558 -0.05 0.07 -0.02 -0.05
H -1.981 -2.677 3.650 -0.07 0.02 -0.03 0.07
Sc -0.114 -0.278 -0.343 0.40 0.60 0.02 1.09
H -3.755 0.313 -2.550 0.00 -0.01 0.04 0.12
C 0.834 -4.176 2.318 0.09 0.01 0.01 -0.06
O 1.196 1.274 -1.511 -0.25 -0.33 0.00 -0.29
O -1.546 -0.685 -1.573 -0.28 0.11 -0.01 -0.18
C 2.617 -1.003 4.747 -0.05 0.02 0.02 -0.05
H 0.940 1.045 2.808 -0.13 0.14 -0.06 0.11
H 0.334 3.790 0.462 0.06 -0.03 0.00 0.14
H -2.840 2.410 -6.719 -0.04 0.02 0.00 0.12
H -3.208 2.757 3.042 0.00 0.00 0.01 0.09
C -0.624 2.515 2.970 0.03 0.01 0.17 -0.19
C 1.107 -5.438 1.808 0.02 -0.01 0.02 -0.05
C 0.096 -3.269 1.564 -0.15 -0.07 0.04 -0.38
H 0.076 -0.154 6.812 -0.03 0.01 0.04 0.12
H 1.679 -6.140 2.400 0.01 -0.01 0.02 0.12
C 0.490 -1.236 3.628 -0.05 -0.08 0.05 -0.39
H 2.804 0.170 -2.119 0.03 0.01 0.00 0.09
H -0.369 2.909 3.964 -0.04 -0.02 -0.02 0.15
H -0.985 -2.982 -0.302 0.03 0.01 0.09 0.09
N 0.527 -0.882 -3.365 -0.45 0.26 -0.01 0.16
C -2.110 -2.029 2.780 0.04 -0.13 0.08 -0.22
C 1.701 -3.396 -3.023 0.03 -0.05 -0.07 0.01
H -3.484 1.106 3.635 -0.02 -0.03 0.00 0.09
H -2.637 2.282 4.662 0.00 0.03 0.01 0.10
C 1.612 -2.387 -2.079 -0.01 0.32 0.11 -0.19
```
Positions in Å, forces in eV/Å.

The HOMO-LUMO gap comes out at 6.9495 eV. Its spin multiplicity is 1. The strongest force on any atom comes out at 0.77 eV/A. As for the charge: +2. The calculation puts the LUMO energy at -5.7 eV. The molecular weight is 814.653 g/mol.

***

Molecular formula: C41H45BrClCrN4O2S
Method: DFT, wB97M-V/def2-TZVPD

```
96
Properties=species:S:1:pos:R:3:forces:R:3:lowdin_charge:R:1
C 5.490 0.454 -1.222 0.03 -0.01 -0.01 -0.08
H 3.234 -4.105 1.824 0.05 -0.15 0.01 0.07
C 0.684 -4.591 -2.560 0.04 -0.10 0.12 -0.05
Cl -0.300 1.169 -3.904 -0.76 0.31 -0.93 0.55
C 0.170 4.539 0.020 0.31 0.72 -0.18 -0.08
H -3.053 3.214 4.074 0.07 0.12 -0.04 0.09
H -3.160 2.229 5.532 0.04 0.04 0.13 0.07
C -3.518 2.334 4.512 0.05 -0.13 -0.08 -0.04
H 1.786 -5.384 0.514 0.04 -0.04 0.13 0.11
C -3.212 1.082 3.679 -0.21 0.04 0.02 -0.55
H 0.927 0.455 5.773 -0.04 0.01 0.13 0.11
C 0.978 -2.425 -4.770 -0.13 0.22 0.20 -0.06
O 0.940 -1.281 -1.129 -0.34 1.94 0.26 -0.21
H -5.111 0.336 -1.453 -0.12 -0.04 0.02 0.13
C 1.113 5.323 -0.643 0.08 -0.46 0.01 -0.66
H -1.441 2.482 -1.739 0.01 -0.06 -0.07 0.08
C -4.156 2.683 -2.212 0.11 0.03 0.07 -0.51
C 2.126 3.300 -1.398 -0.28 -0.89 0.05 -0.08
H -1.499 0.780 5.777 -0.13 0.00 0.09 0.11
H 0.673 -4.297 2.384 -0.02 -0.16 0.04 0.08
H -3.657 -1.041 3.797 0.02 -0.12 -0.05 0.09
H -2.580 3.382 -3.364 0.04 -0.13 -0.01 0.09
H 5.058 0.438 2.123 0.13 0.01 0.05 0.08
H 2.933 2.788 -1.901 -0.11 -0.08 -0.04 0.11
C -1.932 -0.558 -0.718 0.02 -0.16 0.03 -0.10
C 2.437 0.497 1.629 -0.44 0.10 0.82 -0.51
H 0.669 -1.701 -5.520 -0.01 0.10 -0.16 0.08
C -0.987 0.731 4.830 0.12 -0.05 0.02 -0.03
C -3.834 1.276 2.292 0.13 -0.08 0.24 -0.05
C 3.484 0.473 0.653 0.79 -0.01 -0.66 -0.25
C 0.967 -2.579 -1.234 0.19 -2.12 -0.09 -0.25
H -4.592 2.496 4.545 -0.15 0.04 0.03 0.09
H 1.534 -1.688 1.052 0.01 -0.26 0.07 0.09
C 1.460 -4.770 -0.314 -0.05 -0.11 -0.12 -0.05
C 0.364 0.621 2.416 -0.14 0.02 1.09 -0.28
C -4.039 0.368 -1.334 0.34 0.15 -0.04 0.02
H 3.793 -2.661 0.972 0.12 0.00 -0.05 0.08
H 1.656 -0.024 -3.662 0.07 -0.06 0.29 -0.01
H 6.864 0.444 0.426 0.06 -0.04 0.06 0.10
H -3.535 -0.249 5.368 0.02 -0.07 0.12 0.08
H -4.013 4.334 -3.366 0.01 -0.06 0.04 0.12
Br 1.069 7.211 -0.531 -0.02 -0.40 -0.04 0.78
C -3.307 -0.693 -0.835 -0.05 0.13 -0.17 -0.03
C -3.360 1.531 -1.693 -0.01 -0.31 0.20 -0.11
Cr 1.088 0.552 -1.038 0.16 -2.83 -0.23 0.64
H -0.397 -2.983 1.897 -0.12 0.00 -0.01 0.08
N -1.272 0.555 -1.042 0.23 0.11 0.00 0.03
N -3.476 3.586 -2.957 0.14 0.36 -0.23 0.18
H -4.959 0.008 4.362 -0.14 0.00 0.03 0.09
C 1.368 -3.401 -0.146 -0.08 0.69 -0.23 -0.13
C 3.105 0.487 -0.706 -0.09 0.04 0.38 -0.14
C 4.822 0.451 1.066 -0.25 -0.06 0.03 -0.06
N 1.174 0.600 1.316 0.51 0.13 -1.27 0.06
H -0.459 2.563 0.451 0.00 -0.08 -0.11 0.10
H -2.036 -2.891 -3.131 -0.10 -0.03 0.06 0.07
H 0.786 -2.727 3.181 -0.01 0.06 0.17 0.07
H 3.938 0.470 -2.674 0.00 -0.02 -0.18 0.09
H -1.786 -2.152 -4.715 -0.09 0.04 -0.12 0.08
C 1.142 -5.374 -1.517 0.01 -0.09 0.00 -0.09
H -0.605 4.994 0.617 -0.04 -0.05 0.04 0.11
H 0.405 -5.054 -3.494 -0.05 -0.09 -0.14 0.11
C 2.118 4.673 -1.357 -0.37 0.67 0.31 -0.07
H 2.888 5.235 -1.863 0.07 -0.03 0.00 0.11
H -1.329 -3.835 -4.447 -0.08 -0.15 -0.05 0.07
H -1.540 0.836 1.492 -0.09 0.03 -0.12 0.08
C -3.880 -0.129 4.344 0.07 0.12 -0.09 -0.04
C 0.027 -2.389 -3.572 -0.01 -0.03 -0.05 -0.39
H 3.227 -2.544 2.643 0.08 0.02 0.12 0.06
H -3.710 0.394 1.668 0.05 -0.06 -0.08 0.07
C 1.272 0.847 -3.130 0.37 0.16 0.83 -0.62
C 4.162 0.468 -1.616 -0.06 -0.01 -0.09 -0.10
C 5.826 0.443 0.127 0.15 0.06 -0.07 -0.09
H 1.996 -2.200 -4.458 0.12 0.04 -0.03 0.08
C 3.065 -3.039 1.687 -0.17 0.14 -0.10 -0.05
N 1.183 2.509 -0.824 -0.12 3.09 0.41 -0.04
C 0.381 0.551 4.846 -0.11 0.03 0.04 -0.07
C 0.248 3.172 -0.095 0.38 -0.69 -0.14 -0.10
H -1.333 -1.377 -0.345 0.13 -0.04 0.00 0.12
C -1.370 -2.849 -3.991 0.19 0.19 0.09 -0.06
C 0.570 -3.219 -2.438 0.01 0.61 0.32 -0.13
H -3.412 2.138 1.779 0.08 0.08 -0.11 0.09
H 0.976 -3.413 -5.225 0.04 -0.15 -0.08 0.08
O -5.333 2.810 -1.949 -0.24 -0.05 0.05 0.07
H -3.789 -1.617 -0.552 0.04 -0.07 0.03 0.12
C 0.612 -3.222 2.227 0.13 0.20 -0.11 -0.05
C 1.053 0.515 3.638 0.10 -0.02 -0.42 -0.45
H 1.882 1.700 -3.439 0.08 -0.11 0.14 -0.01
S 2.760 0.389 3.347 -0.38 0.04 -0.30 1.14
H 1.237 -6.444 -1.635 0.00 -0.07 0.00 0.10
H -4.901 1.452 2.401 -0.14 0.02 0.01 0.09
H 6.276 0.458 -1.965 0.04 -0.03 -0.07 0.10
C -1.707 0.858 3.631 0.02 0.01 -0.07 -0.16
H -0.059 -1.364 -3.204 0.04 -0.16 -0.13 0.06
C -1.022 0.776 2.433 0.04 0.02 -0.07 0.04
C -1.984 1.575 -1.515 -0.42 0.08 0.03 -0.16
C 1.645 -2.764 1.193 0.02 0.00 0.06 -0.37
```
Positions in Å, forces in eV/Å.

The HOMO-LUMO gap (alpha / beta) comes out at 6.5234 / 6.6047 eV. Its spin multiplicity is 2. The strongest force on any atom comes out at 3.12 eV/A. The expectation value of S² is 0.764. The calculation puts the LUMO energy (alpha / beta) at -0.6 / -0.7 eV. The molecular weight is 825.257 g/mol.

***

One value per record, in order, for energy above the lowest of the compared OMol25 structures with the same formula, charge and spin: 620.1, 111.7, 0.0 kJ/mol.